Record 1
This record from the Open Molecules 2025 dataset describes one molecule with the formula C25H31Br2ClN2O4P2 in a non-equilibrium geometry. The level of theory is ωB97M-V/def2-TZVPD.

Last column: Löwdin charge in e.
Geometry (Å):
Cl 4.53939 0.50381 3.72294  0.5493
C -1.79146 -3.02096 4.06597  -0.0917
C -3.84856 3.17524 -5.22471  -0.1110
C -1.86898 2.13858 -2.04842  -0.3051
H -5.93602 -0.01287 0.51256  0.0105
C -2.99057 3.46085 -3.95425  -0.2422
C -1.34546 -2.49199 2.67168  -0.2693
C 3.66811 -1.31401 0.40243  -0.1917
H -1.35229 4.24617 -1.70624  0.0788
H -0.95041 -1.47810 2.83187  0.1225
H 6.22124 1.83804 0.93824  -0.0048
H -4.60993 2.41795 -4.99509  0.0660
C 1.51370 -0.41364 -1.07539  -0.1303
H -0.95996 2.17056 -2.64986  0.1193
H -4.97422 0.76921 3.35290  -0.0529
C -0.02633 -2.10641 -0.09483  -0.2501
H 5.17631 -2.42050 3.37731  0.1137
C 0.27776 -0.00010 -1.84191  -0.2752
H -1.96252 3.57940 -4.32152  0.1104
H -3.33304 4.37479 -3.46275  0.1043
C 4.77066 -1.93731 1.25728  -0.1468
C 2.74178 0.19357 -1.19601  -0.5121
C 2.43152 -1.91421 0.49802  0.0225
H 3.63712 -2.96700 2.75704  0.0999
C -3.11212 0.78453 -0.37376  -0.0370
H -4.01468 2.06556 -2.57280  0.1138
H -5.12458 -1.37250 2.15480  0.0123
C 1.34749 -1.48659 -0.21762  -0.0627
O 6.49707 -0.65873 -1.20121  -0.1187
C 4.33385 -2.11508 2.74893  -0.2377
H -2.82937 3.71281 -0.80360  0.0858
H -4.37051 4.06943 -5.58078  0.0649
Br 2.87471 1.63805 -2.45038  0.8853
H -3.36741 -2.05585 2.26516  0.0213
C -1.83737 3.42637 -1.16460  -0.0441
H -1.76141 -2.20914 4.79813  0.0719
P 5.54817 0.47081 -0.55446  0.5112
C -1.97868 0.92842 -1.14537  -0.1177
P -4.87264 -0.18964 1.42854  0.7462
H 5.22091 2.50478 -1.15554  0.0497
H -2.90832 1.34618 -3.72489  0.1249
O 5.71914 1.76099 -1.51734  -0.2224
C -2.31297 -1.24019 0.65466  -0.1948
O 0.25749 0.31832 -3.01243  0.0727
C -1.17780 -1.11589 -0.14492  -0.0287
H 7.11029 -0.21690 -1.80951  0.0879
H -3.24053 2.75555 -6.03342  0.0712
H -3.88238 1.55111 -0.44715  0.1158
H 2.65059 -0.69176 2.86944  0.0626
C 3.85776 -0.22318 -0.46520  -0.1883
C 3.56807 -0.96140 3.39837  -0.5979
N 5.96223 0.85914 0.88639  -0.1673
C -2.50524 -2.36331 1.67455  -0.6642
H -2.75215 -3.54359 4.05110  0.0687
H -1.17066 3.22115 -0.31520  0.0851
H -1.04533 -3.75056 4.40524  0.0709
H 5.74038 -1.45736 1.13793  0.0706
H 2.30921 -2.76078 1.17026  0.1354
N -4.83198 1.06577 2.39224  -0.3119
H 3.23649 -1.31920 4.38092  0.0672
C -3.04243 2.21531 -3.05942  -0.1880
C -1.01058 -0.05690 -1.03179  -0.0073
O -0.15916 -3.30841 0.00194  0.0843
C -3.29165 -0.25427 0.50794  -0.2617
H 4.88640 -2.96323 0.87166  0.1278
Br -3.02592 -4.05616 0.84283  0.7398
H -0.52224 -3.11477 2.32311  0.0889

Results
highest occupied orbital energy	-8.7	eV
calculated total energy	-208782.99755	eV
multiplicity	1
frontier orbital gap	7.62	eV
M	680.7	g/mol
structure (SMILES)	CCC[C@@H](C)c1cc([PH2]=N)c([C@@H](Br)CC)c2c1C(=O)c1c(cc(CCCCl)c(P(=N)(O)O)c1Br)C2=O
net charge	0

***

Record 2
This record from the Open Molecules 2025 dataset describes a 2-piece molecular cluster, C4H9N2 overall in a non-equilibrium geometry. The level of theory is ωB97M-V/def2-TZVPD.

Last column: Löwdin charge in e.
Geometry (Å):
C 1.06039 -0.97356 1.46395  0.2176
H 2.38396 -1.57658 -1.44337  0.1498
H -3.58450 0.32802 0.33887  0.0442
H 3.60478 -1.19773 -0.07636  0.1469
H -0.79039 1.78338 1.32546  0.1386
N 1.53801 -0.54318 0.31276  -0.0549
C 0.50386 0.18029 0.76456  -0.2056
C 2.63717 -0.77736 -0.59901  -0.0052
H -1.44220 0.59611 0.41087  0.1155
H 2.89469 0.17068 -1.11682  0.1003
N -2.81495 -0.08108 -0.07526  0.0892
H -2.65188 0.22297 -1.02210  0.0737
H -2.91654 -1.06203 -0.19598  0.0661
C -0.33462 1.20023 0.48369  -0.0400
H -0.08780 1.72983 -0.57128  0.1638

Results
highest occupied orbital energy	-14.4	eV
calculated total energy	-7262.18948	eV
multiplicity	1
frontier orbital gap	9.94	eV
M	85.1	g/mol
relative energy (zero: lowest compared OMol25 entry of this formula, charge and spin)	137.3	kcal per mole
net charge	+1

***

Record 3
This record from the Open Molecules 2025 dataset describes one molecule with the formula C21H22F2N2O3. The level of theory is ωB97M-V/def2-TZVPD.

Last column: Löwdin charge in e.
Geometry (Å):
C 1.47564 1.62419 -1.95438  -0.1598
C 2.22045 -2.28715 -0.18249  -0.0836
C -4.99433 1.98984 0.07496  -0.2873
H 2.42193 -2.39989 0.89167  0.1434
C 1.82643 1.79663 -0.49784  -0.3699
C 4.15140 2.04449 0.36833  0.0652
O 0.66162 -3.81987 -1.14300  0.0656
C 4.56401 -0.70452 0.31212  0.0036
N -2.54726 -1.15391 1.32623  -0.1063
C -1.56066 -2.35132 -0.56443  -0.0960
C -0.16102 -0.84406 0.72393  -0.1077
C -1.21931 -0.91419 1.83736  -0.1327
H -0.07145 2.13443 -3.36910  0.0746
C 5.57327 0.13299 0.75473  0.0060
H 2.28269 2.07019 -2.54235  0.1307
F 6.33309 2.31425 1.21155  0.0614
C 3.35512 -0.17835 -0.12796  -0.2154
C -5.49965 0.70452 0.14592  -0.0097
C -3.32810 -0.09181 0.87531  -0.2297
H -5.08263 -1.31475 0.63103  0.1073
C -3.68240 2.25880 0.40910  -0.0057
C 5.35491 1.49677 0.77501  -0.2684
H -1.83525 1.46655 1.05159  0.0971
C 3.14861 1.20996 -0.09768  -0.0758
H 0.14723 3.31793 -2.07390  0.0794
H -1.20206 0.00248 2.42581  0.1254
C -2.56105 -2.40500 0.59524  -0.1320
O 1.12443 2.36689 0.29982  0.1164
H -2.28552 -3.20857 1.28517  0.1311
N -0.22530 -2.04269 -0.08371  -0.0327
C -4.67068 -0.32146 0.54843  -0.0179
H 3.99515 3.11051 0.41725  0.1366
H -3.55243 -2.61275 0.19907  0.1102
H -6.53234 0.51826 -0.10306  0.1177
C 0.80862 -2.79023 -0.51375  -0.4216
H -0.34926 0.02857 0.08939  0.1119
H 6.51814 -0.26636 1.08648  0.1221
H -0.97526 -1.75004 2.50305  0.1302
H 1.47532 0.55415 -2.17158  0.1181
H 4.72939 -1.77000 0.30048  0.1140
H -1.87388 -1.56851 -1.26760  0.1392
H -1.51158 -3.30779 -1.08630  0.1238
H -3.30735 3.26830 0.35188  0.1199
C 0.13670 2.25672 -2.30953  -0.0828
H 2.91925 -2.91823 -0.74411  0.1385
O 2.31400 -0.93378 -0.58077  -0.0701
H 0.81779 -0.73157 1.18257  0.1271
F -5.80217 2.99969 -0.32358  0.0454
C -2.85590 1.22330 0.80474  -0.0199
H -0.66834 1.79644 -1.74111  0.0626

Results
highest occupied orbital energy	-7.8	eV
calculated total energy	-36691.64711	eV
multiplicity	1
frontier orbital gap	8.33	eV
M	388.4	g/mol
relative energy (zero: lowest compared OMol25 entry of this formula, charge and spin)	0.0	kcal per mole
structure (SMILES)	CCC(=O)c1cc(F)ccc1OCC(=O)N1CCN(c2ccc(F)cc2)CC1
net charge	0